ORCA calculation (ωB97M-V/def2-TZVPD) on a gas-phase ion, C3H6NO2 (charge -1).

Summary:
Highest occupied orbital energy: -3.78 eV
Energy: -323.20294 hartree
ΔE to the lowest compared entry with this formula, charge and spin: 0.4170 eV
Molar mass: 88.1 g mol⁻¹
Net charge: -1

Last column: Löwdin charge in e.
CARTESIAN COORDINATES (ANGSTROEM)
O: 2.37164 0.49902 -0.29777  -0.08
C: 1.21907 0.35408 -0.74840  -0.75
O: 0.75729 0.67905 -1.86439  -0.08
C: 0.19090 -0.27789 0.18654  -0.41
C: -0.60766 0.78647 0.93175  -0.10
N: -0.73103 -1.20077 -0.49006  0.01
H: 0.65770 -0.80043 1.01987  0.12
H: 0.05291 1.46210 1.46409  0.07
H: -1.45798 0.29708 1.42264  0.06
H: -1.22840 1.38362 0.23463  0.07
H: -0.54189 -2.18857 -0.37209  0.04
H: -0.68254 -0.99376 -1.48681  0.05

Cartesian forces, eV/Å:
O 0.26 0.14 0.09
C 0.12 0.00 -0.09
O 0.02 0.03 -0.39
C -0.62 -0.59 1.06
C -1.50 0.38 -1.58
N -0.52 0.08 -0.49
H 0.57 -0.39 -0.27
H -0.21 -0.08 0.58
H 0.70 -0.03 1.01
H 0.77 0.12 -0.24
H 0.42 0.25 0.16
H 0.01 0.10 0.15

=====

ORCA calculation (ωB97M-V/def2-TZVPD) on 2 unconnected molecules or ions with the total composition C3H6NO2.

Summary:
Highest occupied orbital energy: -4.01 eV
Energy: -323.18014 hartree
ΔE to the lowest compared entry with this formula, charge and spin: 1.0372 eV
Molar mass: 88.1 g mol⁻¹
Net charge: -1

Last column: Löwdin charge in e.
CARTESIAN COORDINATES (ANGSTROEM)
C: 0.95347 1.91134 0.44276  -0.05
C: 0.60270 0.79474 1.06748  -0.31
N: 1.14976 0.25394 2.23534  0.01
H: 1.74661 2.53619 0.84158  0.02
H: 0.42792 2.17362 -0.46179  0.03
H: -0.18634 0.16018 0.66608  0.07
H: 2.13814 0.41814 2.36513  0.06
H: 0.94895 -0.73397 2.29905  0.07
O: -1.14742 -1.58967 -0.32476  -0.16
C: -0.98848 -1.19778 -1.50277  -0.70
O: -0.77766 -0.05712 -1.94998  -0.13
H: -1.04753 -2.02672 -2.27302  0.08

Cartesian forces, eV/Å:
C 0.15 0.04 0.36
C -0.37 -0.50 -0.27
N 0.19 -0.09 0.19
H 0.04 0.14 -0.16
H 0.07 0.08 -0.05
H -0.06 0.17 -0.14
H -0.05 0.12 0.00
H 0.03 0.06 0.02
O 0.04 0.09 0.20
C -0.04 -0.31 -0.17
O -0.02 0.10 0.05
H 0.02 0.10 -0.02

=====

ORCA calculation (ωB97M-V/def2-TZVPD) on a gas-phase ion, C3H6NO2 (charge +1).

Summary:
Highest occupied orbital energy: -15.10 eV
Energy: -322.67018 hartree
ΔE to the lowest compared entry with this formula, charge and spin: 5.6789 eV
Molar mass: 88.1 g mol⁻¹
Net charge: +1

Last column: Löwdin charge in e.
CARTESIAN COORDINATES (ANGSTROEM)
C: -1.34303 0.96962 1.14182  -0.21
C: -0.44570 1.76411 0.21185  0.18
C: 0.98015 -1.53471 -0.39156  -0.02
N: -0.59021 0.24218 0.35606  0.13
O: -2.43678 1.12795 1.72527  0.28
O: 0.09417 -1.02740 0.58574  -0.08
H: -0.81305 2.09793 -0.66786  0.09
H: 0.32657 2.22992 0.64230  0.09
H: 1.29193 -2.34729 0.13355  0.07
H: 1.82661 -0.75550 -0.35930  0.13
H: 0.41468 -1.52361 -1.38282  0.13
H: -2.69659 0.39877 2.35581  0.21

Cartesian forces, eV/Å:
C 1.79 -0.08 -4.72
C -2.03 -3.56 1.86
C -0.19 5.66 -2.49
N 0.48 -1.08 2.24
O -0.80 -0.86 2.53
O -2.71 2.01 1.66
H -1.00 1.01 -2.77
H 2.98 1.74 1.61
H 0.85 -3.00 0.51
H -0.75 -1.46 -0.85
H 1.33 -0.92 1.17
H 0.06 0.53 -0.75

=====

ORCA calculation (ωB97M-V/def2-TZVPD) on 2 unconnected molecules or ions with the total composition C3H6NO2S.

Summary:
Highest occupied orbital energy: -3.95 eV
Energy: -721.26406 hartree
ΔE to the lowest compared entry with this formula, charge and spin: 3.9334 eV
Molar mass: 120.2 g mol⁻¹
Net charge: -1

Last column: Löwdin charge in e.
CARTESIAN COORDINATES (ANGSTROEM)
C: 0.49987 0.55255 0.46633  -0.33
C: 0.44651 0.64742 -1.06631  -0.13
S: 1.22945 2.70924 -3.05337  -0.03
N: -0.67853 0.10660 1.15513  0.02
C: -0.79575 -1.20865 1.20359  -0.72
O: -0.05920 -2.07302 0.69024  -0.06
O: -1.99749 -1.60961 1.76165  0.01
H: 0.82283 1.50473 0.87628  0.09
H: 1.24635 -0.23267 0.61343  0.09
H: -0.56206 0.73773 -1.47936  0.07
H: 0.97431 -0.17136 -1.53630  0.07
H: 0.91368 1.60258 -1.44188  -0.15
H: -2.03996 -2.56555 1.81058  0.07

Cartesian forces, eV/Å:
C 0.39 -0.55 0.88
C -1.36 -0.36 -0.88
S -0.22 -0.81 0.99
N -0.41 0.48 -0.23
C -0.10 0.15 -1.63
O 0.00 -0.42 0.53
O -0.30 0.47 0.67
H 0.12 0.12 0.11
H 0.62 0.35 0.22
H -0.01 -0.31 0.25
H -0.02 -0.09 -0.24
H 0.78 1.17 -0.40
H 0.51 -0.19 -0.27